This record from the Open Molecules 2025 dataset describes C4H5NS3 in the gas phase at a distorted geometry. The level of theory is the ωB97M-V functional and the def2-TZVPD basis.

Computed properties:
SMILES string: S=CN1C[C@H](S)C1=S
net charge: 0

CARTESIAN COORDINATES (ANGSTROEM)
S: 3.272 -0.085 -0.430
C: 1.985 0.879 -0.412
N: 0.759 0.429 -0.052
C: 0.228 -0.917 0.237
C: -1.164 -0.224 0.414
S: -2.507 -0.674 -0.693
C: -0.474 1.075 0.025
S: -0.937 2.576 -0.250
H: 2.014 1.960 -0.627
H: 0.323 -1.617 -0.609
H: 0.695 -1.289 1.129
H: -1.489 -0.209 1.452
H: -2.706 -1.903 -0.185

This record from the Open Molecules 2025 dataset describes a molecular structure, C17H18BrN5O8Pd. The level of theory is the ωB97M-V functional and the def2-TZVPD basis.

Computed properties:
net charge: 0

CARTESIAN COORDINATES (ANGSTROEM)
Pd: 0.747 -0.486 0.201
O: 0.658 -2.782 3.501
C: 0.313 -2.293 2.447
O: 1.178 -1.677 1.672
C: -1.097 -2.490 1.947
C: -1.772 -3.567 2.499
C: -3.055 -3.883 2.096
C: -3.698 -3.142 1.121
C: -3.012 -2.086 0.582
C: -1.726 -1.666 0.982
O: -1.221 -0.566 0.496
N: -3.657 -1.338 -0.504
O: -4.601 -0.623 -0.226
O: -3.197 -1.476 -1.620
N: -3.747 -5.025 2.689
O: -3.157 -5.674 3.529
O: -4.876 -5.263 2.299
H: -1.276 -4.152 3.259
H: -4.695 -3.396 0.791
C: 2.180 2.892 -0.397
N: 0.815 3.158 -0.818
C: 0.560 4.498 -1.325
C: 0.014 2.100 -1.110
O: 0.537 0.963 -1.293
N: -1.303 2.312 -1.236
C: -2.007 3.383 -0.551
C: -2.160 1.337 -1.895
H: 2.551 3.768 0.134
H: 2.838 2.690 -1.247
H: 2.205 2.040 0.276
H: 1.428 4.827 -1.900
H: 0.387 5.215 -0.520
H: -0.300 4.494 -1.989
H: -1.354 3.882 0.158
H: -2.840 2.944 0.000
H: -2.410 4.118 -1.252
H: -1.572 0.496 -2.243
H: -2.668 1.813 -2.737
H: -2.907 0.975 -1.196
Br: 7.254 -0.687 -1.288
C: 5.426 -0.615 -0.853
C: 4.497 -0.271 -1.822
C: 3.166 -0.222 -1.460
N: 2.752 -0.503 -0.219
C: 3.651 -0.847 0.708
C: 5.004 -0.907 0.431
H: 4.796 -0.047 -2.835
H: 2.398 0.061 -2.165
H: 3.250 -1.099 1.680
H: 5.704 -1.184 1.206

Number 1: E_tot -38223.7537 eV, HOMO energy -8.897 eV. Number 2: E_tot -115269.3685 eV, HOMO energy -8.546 eV.